# 1
57
Properties=species:S:1:pos:R:3:mulliken_charge:R:1 method="wB97M-V/def2-TZVPD" e_homo_ev="-13.9 / -13.9" charge=+2 spin_multiplicity=2 homo_lumo_gap_ev="7.46 / 7.84"
Mn -1.01 0.36 -0.67 -0.011
S 0.99 1.72 -0.46 -0.456
C 1.13 1.02 -2.09 0.471
C 2.19 1.17 -2.96 -0.720
C 2.07 0.63 -4.24 -0.376
C 0.90 -0.04 -4.59 -0.871
C -0.11 -0.16 -3.65 -0.359
N 0.00 0.36 -2.43 0.383
H 3.08 1.71 -2.65 0.546
H 2.87 0.74 -4.95 0.447
H 0.78 -0.47 -5.57 0.476
H -1.03 -0.70 -3.87 0.529
I -5.22 4.72 -0.48 0.199
C -3.83 3.39 -1.20 -0.982
C -3.39 3.23 -2.50 0.071
N -2.48 2.24 -2.49 -0.484
N -2.30 1.74 -1.26 0.626
C -3.11 2.44 -0.46 -0.144
H -3.66 3.74 -3.40 0.508
H -1.94 1.90 -3.27 0.080
H -3.15 2.23 0.59 0.211
C 1.37 -2.65 -1.66 -1.220
Ge 0.03 -2.12 -0.35 1.013
C -1.80 -1.89 -1.15 -1.377
C -0.11 -3.41 1.10 -1.226
Ge 0.84 -0.13 1.00 0.906
C 2.45 -0.53 1.94 0.409
C 2.45 -0.48 3.33 -0.339
C 3.61 -0.79 4.03 -0.682
C 4.76 -1.16 3.33 -0.520
C 4.75 -1.22 1.95 -0.776
C 3.60 -0.91 1.24 -0.106
C -0.72 0.59 1.93 0.688
C -1.92 -0.12 1.90 -0.059
C -3.08 0.39 2.50 -0.817
C -3.03 1.63 3.12 -0.662
C -1.84 2.36 3.14 -0.744
C -0.70 1.86 2.54 -0.493
H 0.98 -3.48 -2.24 0.421
H 2.25 -2.99 -1.13 0.433
H 1.65 -1.84 -2.33 0.315
H -1.78 -2.38 -2.12 0.514
H -2.31 -0.92 -1.36 0.362
H -2.49 -2.43 -0.50 0.521
H -0.42 -4.37 0.69 0.489
H -0.83 -3.11 1.86 0.400
H 0.86 -3.54 1.58 0.399
H 1.56 -0.19 3.88 0.355
H 3.62 -0.75 5.11 0.426
H 5.66 -1.41 3.88 0.418
H 5.65 -1.51 1.41 0.423
H 3.61 -0.95 0.16 0.354
H -1.96 -1.13 1.51 0.174
H -3.99 -0.18 2.49 0.449
H -3.91 2.02 3.60 0.456
H -1.81 3.32 3.63 0.443
H 0.21 2.44 2.58 0.512

# 2
28
Properties=species:S:1:pos:R:3:mulliken_charge:R:1 method="wB97M-V/def2-TZVPD" smiles=Cc1c[nH]c2ccccc12.CCO e_homo_ev=-8.2 e_above_lowest_kcal_mol=11.6 homo_lumo_gap_ev=9.00
C -2.76 -0.20 1.32 -1.342
C -1.97 0.43 0.20 0.324
C -2.46 1.04 -0.91 -0.623
N -1.50 1.84 -1.49 -0.190
C -0.32 1.66 -0.79 -0.328
C 0.93 2.25 -0.97 -0.547
C 1.92 2.02 -0.04 -0.486
C 1.71 1.04 0.95 -1.322
C 0.44 0.61 1.24 0.108
C -0.60 0.85 0.32 0.967
H -3.82 -0.05 1.10 0.362
H -2.48 0.12 2.32 0.334
H -2.65 -1.29 1.31 0.292
H -3.50 0.94 -1.22 0.398
H -1.51 1.97 -2.49 0.267
H 1.09 2.95 -1.78 0.414
H 2.86 2.55 -0.05 0.385
H 2.53 0.73 1.58 0.616
H 0.24 -0.04 2.07 0.368
C 0.75 -2.81 0.18 -0.813
C 1.43 -1.95 -0.88 0.093
O 2.72 -1.48 -0.46 -0.594
H 0.51 -3.79 -0.22 0.330
H -0.09 -2.31 0.67 0.041
H 1.46 -2.95 1.00 0.315
H 1.62 -2.40 -1.86 0.366
H 0.80 -1.08 -1.14 -0.079
H 2.65 -0.65 0.02 0.345

# 3
22
Properties=species:S:1:pos:R:3:mulliken_charge:R:1 method="wB97M-V/def2-TZVPD" e_homo_ev=-14.7 charge=+1 e_above_lowest_kcal_mol=36.2 homo_lumo_gap_ev=11.17
O 2.62 -0.61 -1.16 -0.487
C 1.91 0.02 -0.44 0.021
C 0.70 0.79 -0.91 -0.046
C -0.58 0.47 -0.20 -0.715
C -0.52 0.56 1.33 -0.634
C -1.88 0.74 2.00 -1.410
N 0.58 0.57 -2.41 -0.242
H 2.06 0.01 0.65 0.417
H 0.96 1.84 -0.83 0.349
H -0.89 -0.57 -0.36 0.330
H -1.46 1.03 -0.53 0.478
H -0.01 -0.32 1.72 0.340
H 0.11 1.37 1.73 0.425
H -2.43 1.55 1.53 0.370
H -1.71 1.14 2.99 0.369
H -2.53 -0.12 2.15 0.335
H 1.39 0.07 -2.76 0.339
H -0.17 -0.09 -2.63 0.370
H 0.47 1.45 -2.90 0.367
H 1.09 -3.47 -0.07 0.302
H -0.07 -3.49 0.87 0.298
O 0.35 -2.93 0.23 -0.576

# 4
20
Properties=species:S:1:pos:R:3:mulliken_charge:R:1 method="wB97M-V/def2-TZVPD" e_homo_ev=-7.5 e_above_lowest_kcal_mol=122.3 homo_lumo_gap_ev=8.00
C -0.45 -1.36 0.82 -0.062
C -0.17 -0.10 0.41 -0.607
C -1.25 1.83 1.49 0.066
C -3.29 0.23 -0.33 0.748
C 1.36 -0.28 -1.61 -0.822
C 1.55 1.45 0.18 -0.985
N 1.22 0.12 -0.23 0.181
O -3.55 -0.63 0.35 -0.375
O -2.24 1.61 2.06 -0.236
O -2.98 1.08 -1.01 -0.379
O 0.33 -2.48 0.51 -0.533
H -1.52 -1.55 1.07 0.298
H 1.11 -1.31 -1.60 0.298
H 0.80 0.37 -2.28 0.348
H 2.44 -0.23 -2.14 0.268
H 0.75 2.16 -0.09 0.341
H 1.52 1.41 1.24 0.401
H 2.61 1.58 -0.09 0.399
H 1.77 -0.55 0.20 0.315
H 0.01 -3.34 1.04 0.338